[1]
# C15H23N2O7

2 unconnected molecules or ions with the total composition C15H23N2O7 at a distorted geometry (ωB97M-V with the def2-TZVPD basis set, OMol25).

Calculated values
HOMO-LUMO gap: 8.49 eV
total energy: -33229.087 eV
highest occupied orbital energy: -0.4918 Eh

```
! RIJCOSX wB97M-V def2-TZVPD def2/J DEFGRID3
* xyz 1 1
C -3.139 -0.577 3.141
C -3.154 0.563 1.979
O -1.986 0.533 1.113
C -2.075 -0.476 0.110
O -2.495 -0.102 -1.028
C -1.697 -2.018 0.284
C -0.123 -2.333 0.270
C 0.670 -1.879 1.588
C 0.963 -0.303 1.660
C 1.140 0.448 3.021
C 1.380 1.992 3.056
C 1.530 2.814 4.430
O 2.596 2.885 5.063
O 0.354 3.454 4.966
C 1.434 2.744 1.696
C 1.254 1.919 0.404
N 1.271 2.662 -0.874
N 1.033 0.473 0.422
H -4.214 -0.988 3.243
H -2.358 -1.391 2.966
H -2.883 -0.112 4.170
H -4.157 0.603 1.412
H -3.099 1.569 2.550
H -2.142 -2.564 -0.635
H -2.173 -2.526 1.195
H -0.027 -3.486 0.219
H 0.409 -1.960 -0.690
H 1.710 -2.387 1.556
H 0.132 -2.228 2.535
H 1.059 -0.180 3.982
H 0.003 4.111 4.322
H 1.592 3.872 1.717
H 0.313 2.565 -1.279
H 1.891 2.218 -1.570
H 0.896 0.046 -0.514
C -0.462 -0.413 -3.102
O 0.891 -0.247 -3.529
C 1.174 -0.832 -4.710
O 0.401 -1.454 -5.393
O 2.467 -0.600 -4.989
C 2.911 -1.167 -6.223
H -0.575 0.097 -2.146
H -1.152 0.041 -3.817
H -0.695 -1.471 -2.959
H 2.357 -0.744 -7.063
H 2.813 -2.255 -6.205
H 3.965 -0.918 -6.344
*
```

So, what does the natural (NBO) scheme give us? The charges, in e, come out as: number 1, C, carries -0.664; number 2, C, carries -0.091; number 3, O, carries -0.571; number 4, C, carries 0.791; number 5, O, carries -0.543; number 6, C, carries -0.533; number 7, C, carries -0.409; number 8, C, carries -0.472; number 9, C, carries 0.331; number 10, C, carries -0.229; number 11, C, carries 0.005; number 12, C, carries 0.745; number 13, O, carries -0.452; number 14, O, carries -0.689; number 15, C, carries -0.238; number 16, C, carries 0.447; number 17, N, carries -0.828; number 18, N, carries -0.531; number 19, H, carries 0.240; number 20, H, carries 0.203; number 21, H, carries 0.229; number 22, H, carries 0.209; number 23, H, carries 0.210; number 24, H, carries 0.272; number 25, H, carries 0.250; number 26, H, carries 0.260; number 27, H, carries 0.211; number 28, H, carries 0.270; number 29, H, carries 0.258; number 30, H, carries 0.277; number 31, H, carries 0.500; number 32, H, carries 0.283; number 33, H, carries 0.400; number 34, H, carries 0.403; number 35, H, carries 0.457; number 36, C, carries -0.256; number 37, O, carries -0.530; number 38, C, carries 0.977; number 39, O, carries -0.614; number 40, O, carries -0.497; number 41, C, carries -0.260; number 42, H, carries 0.168; number 43, H, carries 0.219; number 44, H, carries 0.195; number 45, H, carries 0.200; number 46, H, carries 0.197; number 47, H, carries 0.203

[2]
# C12H19N2

A gas-phase ion, C12H19N2 (charge +1) at a distorted geometry (ωB97M-V with the def2-TZVPD basis set, OMol25).

Calculated values
HOMO-LUMO gap: 9.18 eV
SMILES: CCCC[n+]1ccccccn(C)c1
total energy: -15721.594 eV
highest occupied orbital energy: -0.4622 Eh

```
! RIJCOSX wB97M-V def2-TZVPD def2/J DEFGRID3
* xyz 1 1
C 3.974 0.283 0.742
C 2.714 0.109 0.007
C 2.134 -1.266 -0.066
C 0.901 -1.431 -0.955
N -0.220 -0.679 -0.352
C -1.116 -1.380 0.610
C -2.352 -1.919 0.323
C -3.367 -1.302 -0.533
C -3.988 -0.145 -0.208
C -3.349 0.457 0.974
C -2.022 0.769 0.935
N -1.399 1.215 -0.224
C -1.942 2.481 -0.784
C -0.507 0.522 -0.827
H 3.773 -0.151 1.747
H 4.812 -0.253 0.287
H 4.142 1.328 0.814
H 2.061 0.696 0.646
H 2.714 0.592 -0.971
H 2.830 -1.864 -0.614
H 2.013 -1.646 0.976
H 0.776 -2.491 -0.911
H 1.188 -0.943 -1.875
H -0.428 -1.931 1.271
H -2.759 -2.556 0.998
H -3.832 -2.010 -1.123
H -4.898 0.131 -0.731
H -3.793 0.143 1.922
H -1.492 1.219 1.763
H -2.911 2.199 -1.001
H -2.019 3.306 -0.059
H -1.600 2.543 -1.752
H 0.062 1.023 -1.528
*
```

So, what does the natural (NBO) scheme give us? The charges, in e, come out as: number 1, C, carries -0.587; number 2, C, carries -0.400; number 3, C, carries -0.399; number 4, C, carries -0.209; number 5, N, carries -0.384; number 6, C, carries -0.047; number 7, C, carries -0.169; number 8, C, carries -0.216; number 9, C, carries -0.215; number 10, C, carries -0.170; number 11, C, carries -0.069; number 12, N, carries -0.361; number 13, C, carries -0.395; number 14, C, carries 0.393; number 15, H, carries 0.204; number 16, H, carries 0.211; number 17, H, carries 0.221; number 18, H, carries 0.184; number 19, H, carries 0.188; number 20, H, carries 0.215; number 21, H, carries 0.209; number 22, H, carries 0.241; number 23, H, carries 0.220; number 24, H, carries 0.229; number 25, H, carries 0.228; number 26, H, carries 0.236; number 27, H, carries 0.256; number 28, H, carries 0.244; number 29, H, carries 0.237; number 30, H, carries 0.216; number 31, H, carries 0.244; number 32, H, carries 0.221; number 33, H, carries 0.225

[3]
# C3H3NO2S2

2 unconnected molecules or ions with the total composition C3H3NO2S2 at a distorted geometry (ωB97M-V with the def2-TZVPD basis set, OMol25).

Calculated values
HOMO-LUMO gap (spin up / spin down): 7.27 / 7.26 eV
total energy: -30411.901 eV
highest occupied orbital energy (spin up / spin down): -0.3183 / -0.3182 Eh

```
! RIJCOSX wB97M-V def2-TZVPD def2/J DEFGRID3
* xyz 0 1
C -1.656 0.065 0.262
C 0.671 1.029 0.127
C -2.872 0.042 -0.286
N -0.677 0.801 -0.305
O 3.202 -1.375 1.124
O 3.569 -1.084 -1.271
S 2.105 1.608 0.156
S 3.846 -0.642 0.066
H -1.431 -0.508 1.157
H -3.661 -0.546 0.141
H -3.096 0.609 -1.171
*
```

So, what does the natural (NBO) scheme give us? The charges, in e, come out as: number 1, C, carries -0.050; number 2, C, carries 0.176; number 3, C, carries -0.395; number 4, N, carries -0.457; number 5, O, carries -0.850; number 6, O, carries -0.841; number 7, S, carries 0.169; number 8, S, carries 1.641; number 9, H, carries 0.196; number 10, H, carries 0.205; number 11, H, carries 0.205